# C9H24F2LiMgN6O4

A molecular structure, C9H24F2LiMgN6O4 in a non-equilibrium geometry (wB97M-V/def2-TZVPD, OMol25).

```
47
Properties=species:S:1:pos:R:3:forces:R:3
Mg -3.523 0.040 -4.840 -0.388 -0.024 -0.131
F 3.126 1.417 3.511 -0.017 -0.710 0.645
F 1.410 -1.911 3.550 1.061 -1.491 0.774
O -0.348 -0.853 -3.908 -0.084 -0.158 0.409
O 0.904 -1.549 -2.163 -0.431 0.246 -0.079
O 1.562 0.211 -3.417 -0.641 -0.817 0.283
O 4.436 -1.844 5.802 -0.417 1.120 1.143
N -0.687 -0.062 -0.003 -1.418 0.986 -0.165
N -2.992 -1.589 -0.050 -0.874 0.952 -0.716
N 1.569 0.631 0.572 -2.608 -3.398 -1.298
N -4.202 0.223 -0.939 1.216 -0.466 0.229
N -3.876 0.013 1.509 0.111 -0.294 -1.121
N 0.380 -0.784 2.131 -2.453 2.572 -6.916
C 1.447 2.141 -4.890 0.148 0.125 0.340
C 0.352 -0.078 0.890 3.542 -0.543 3.240
C 0.729 -0.800 -3.078 0.795 0.021 0.240
C 1.143 0.671 -4.709 0.358 1.086 -0.610
C 4.373 -0.668 6.324 3.861 -1.126 -0.656
C -1.904 0.769 0.087 -0.772 -0.142 -1.167
C -3.255 -0.138 0.155 -0.387 -0.212 1.138
C 3.171 0.090 5.635 -3.777 1.519 -0.184
C -0.323 0.344 -4.686 -0.141 0.019 -0.497
Li -3.165 -1.579 -2.512 -0.453 0.289 -0.376
H -3.627 -0.810 2.067 -0.267 0.546 0.049
H -1.990 1.322 -0.907 0.085 -0.318 1.336
H 1.563 0.654 -0.461 0.183 0.674 0.547
H -0.507 -1.305 2.148 0.508 0.274 0.668
H 3.330 0.200 4.540 0.886 0.046 -0.999
H 3.083 1.095 6.060 0.511 -0.267 0.597
H -0.733 0.168 -5.682 0.074 -0.166 0.080
H -0.932 1.098 -4.175 0.223 0.150 -0.009
H 2.373 0.026 0.813 -0.175 0.974 0.798
H 5.245 -0.003 6.215 0.159 -0.231 -0.672
H 2.503 2.338 -4.698 -0.047 -0.078 -0.161
H 1.125 -1.521 2.008 0.698 0.383 2.552
H -4.900 0.035 1.417 0.645 -0.218 0.136
H -2.453 -2.000 0.713 0.134 0.013 -0.670
H -4.685 1.099 -0.729 0.120 -0.320 -0.322
H -0.579 -0.647 -0.835 0.474 0.552 0.549
H 1.677 0.081 -5.461 -0.121 -0.071 0.077
H 2.216 -0.418 5.793 0.152 -0.130 -0.256
H 4.149 -0.584 7.406 -1.529 -0.369 -0.007
H -2.530 -1.706 -0.953 1.102 -0.320 1.357
H 0.881 2.751 -4.183 -0.040 -0.089 -0.045
H -4.860 -0.542 -1.104 -0.183 0.532 0.755
H -1.884 1.506 0.940 0.142 -1.026 -0.918
H 1.206 2.467 -5.903 0.036 -0.094 0.034
```
Forces are in eV/Å.

The LUMO energy comes out at -5.476 eV. The charge is +1. As for the frontier orbital gap: 4.2466 eV. The HOMO energy is -9.72 eV. Its max |F| is 7.8 eV/Å.



# CH2ClNS

2 unconnected molecules or ions with the total composition CH2ClNS (wB97M-V/def2-TZVPD, OMol25).

```
6
Properties=species:S:1:pos:R:3:forces:R:3
Cl 0.134 -1.036 0.135 0.678 -0.059 0.090
S -3.299 0.241 0.268 -0.119 -0.025 0.088
N 1.412 0.147 0.206 -0.156 0.186 0.143
C -2.174 0.636 -0.681 -0.141 0.233 -0.188
H 1.783 0.240 -0.734 -0.080 -0.181 0.031
H 2.143 -0.228 0.805 -0.182 -0.153 -0.164
```
Forces are in eV/Å.

The energy above the lowest of the compared OMol25 structures with the same formula, charge and spin comes out at 71.8 kcal/mol. The LUMO energy comes out at 0.187 eV. The charge is 0. As for the frontier orbital gap: 9.8188 eV. The HOMO energy is -9.63 eV. Its max |F| is 0.7 eV/Å.



What did the first record say?
# C9H24F2LiMgN6O4

A molecular structure, C9H24F2LiMgN6O4 in a non-equilibrium geometry (wB97M-V/def2-TZVPD, OMol25).

```
47
Properties=species:S:1:pos:R:3:forces:R:3
Mg -3.523 0.040 -4.840 -0.388 -0.024 -0.131
F 3.126 1.417 3.511 -0.017 -0.710 0.645
F 1.410 -1.911 3.550 1.061 -1.491 0.774
O -0.348 -0.853 -3.908 -0.084 -0.158 0.409
O 0.904 -1.549 -2.163 -0.431 0.246 -0.079
O 1.562 0.211 -3.417 -0.641 -0.817 0.283
O 4.436 -1.844 5.802 -0.417 1.120 1.143
N -0.687 -0.062 -0.003 -1.418 0.986 -0.165
N -2.992 -1.589 -0.050 -0.874 0.952 -0.716
N 1.569 0.631 0.572 -2.608 -3.398 -1.298
N -4.202 0.223 -0.939 1.216 -0.466 0.229
N -3.876 0.013 1.509 0.111 -0.294 -1.121
N 0.380 -0.784 2.131 -2.453 2.572 -6.916
C 1.447 2.141 -4.890 0.148 0.125 0.340
C 0.352 -0.078 0.890 3.542 -0.543 3.240
C 0.729 -0.800 -3.078 0.795 0.021 0.240
C 1.143 0.671 -4.709 0.358 1.086 -0.610
C 4.373 -0.668 6.324 3.861 -1.126 -0.656
C -1.904 0.769 0.087 -0.772 -0.142 -1.167
C -3.255 -0.138 0.155 -0.387 -0.212 1.138
C 3.171 0.090 5.635 -3.777 1.519 -0.184
C -0.323 0.344 -4.686 -0.141 0.019 -0.497
Li -3.165 -1.579 -2.512 -0.453 0.289 -0.376
H -3.627 -0.810 2.067 -0.267 0.546 0.049
H -1.990 1.322 -0.907 0.085 -0.318 1.336
H 1.563 0.654 -0.461 0.183 0.674 0.547
H -0.507 -1.305 2.148 0.508 0.274 0.668
H 3.330 0.200 4.540 0.886 0.046 -0.999
H 3.083 1.095 6.060 0.511 -0.267 0.597
H -0.733 0.168 -5.682 0.074 -0.166 0.080
H -0.932 1.098 -4.175 0.223 0.150 -0.009
H 2.373 0.026 0.813 -0.175 0.974 0.798
H 5.245 -0.003 6.215 0.159 -0.231 -0.672
H 2.503 2.338 -4.698 -0.047 -0.078 -0.161
H 1.125 -1.521 2.008 0.698 0.383 2.552
H -4.900 0.035 1.417 0.645 -0.218 0.136
H -2.453 -2.000 0.713 0.134 0.013 -0.670
H -4.685 1.099 -0.729 0.120 -0.320 -0.322
H -0.579 -0.647 -0.835 0.474 0.552 0.549
H 1.677 0.081 -5.461 -0.121 -0.071 0.077
H 2.216 -0.418 5.793 0.152 -0.130 -0.256
H 4.149 -0.584 7.406 -1.529 -0.369 -0.007
H -2.530 -1.706 -0.953 1.102 -0.320 1.357
H 0.881 2.751 -4.183 -0.040 -0.089 -0.045
H -4.860 -0.542 -1.104 -0.183 0.532 0.755
H -1.884 1.506 0.940 0.142 -1.026 -0.918
H 1.206 2.467 -5.903 0.036 -0.094 0.034
```
Forces are in eV/Å.

The LUMO energy comes out at -5.476 eV. The charge is +1. As for the frontier orbital gap: 4.2466 eV. The HOMO energy is -9.72 eV. Its max |F| is 7.8 eV/Å.



Number 2 is which compound? CH2ClNS



Among the records above, which one has the highest charge? C9H24F2LiMgN6O4